An isolated ion of composition C8H12NOS and charge -1 at a distorted geometry, computed with ωB97M-V with the def2-TZVPD basis set.

Properties
* charge: -1
* highest occupied orbital energy: -2.043 eV
* SMILES: CC(C)(C)n1c(O)ccc1[S-]
* Kohn-Sham gap: 5.313 eV
* energy relative to the best compared isomer or geometry (same formula, charge and spin): 0.00 kcal per mole
* lowest unoccupied orbital energy: 3.3 eV

XYZ file:
```
23
Properties=species:S:1:pos:R:3:forces:R:3
C -2.053518 0.194904 -0.073757 2.106 2.252 -2.400
C -0.583847 0.735629 -0.119863 -2.028 0.119 2.225
C -0.449710 1.678315 -1.296911 -1.386 1.549 -0.578
C -0.409299 1.398020 1.255303 1.029 0.812 1.657
N 0.378592 -0.354300 -0.148173 4.110 -0.966 0.051
C 0.313753 -1.692460 0.110434 -0.375 -2.983 -0.839
O -0.929033 -2.378298 0.180856 -0.297 0.931 0.185
C 1.539729 -2.376486 0.074961 -1.576 2.096 0.493
C 2.552031 -1.374222 -0.032658 0.202 1.509 -0.715
C 1.899654 -0.136991 -0.122817 -0.640 0.324 -0.213
S 2.595376 1.475737 -0.069361 0.204 -0.494 -0.263
H -2.107682 -0.366433 0.783879 -1.115 -1.188 1.852
H -2.636730 1.100259 -0.236047 -0.443 -0.067 0.959
H -2.197649 -0.331633 -0.977875 -0.371 -1.299 -0.782
H -0.974125 1.132640 -2.149535 1.478 0.753 0.414
H -1.080338 2.696437 -1.226586 1.140 -2.258 0.479
H 0.612632 2.001468 -1.312021 -0.546 -0.449 -0.967
H 0.592190 1.798937 1.363311 0.346 0.129 -0.422
H -1.027162 2.255651 1.570786 -0.465 -0.361 -0.778
H -0.409441 0.710034 2.130415 -0.507 -0.225 -0.832
H -0.918535 -3.341666 0.054094 0.962 0.816 -0.041
H 1.608136 -3.370770 0.421176 0.195 -1.038 -0.035
H 3.684969 -1.454776 -0.179622 -2.026 0.040 0.549
```
Forces are in eV/Å.

***

An isolated ion of composition C8H12NOS and charge +1 at a distorted geometry, computed with ωB97M-V with the def2-TZVPD basis set.

Properties
* charge: +1
* highest occupied orbital energy: -12.754 eV
* SMILES: C[NH+](C)[C@@]1(c2ccsc2)CO1
* Kohn-Sham gap: 9.809 eV
* energy relative to the best compared isomer or geometry (same formula, charge and spin): 38.67 kcal per mole
* lowest unoccupied orbital energy: -2.9 eV

XYZ file:
```
23
Properties=species:S:1:pos:R:3:forces:R:3
C 1.001191 1.090775 -0.697829 0.147 0.237 -2.401
N 0.989127 0.072355 0.340640 -3.232 0.665 0.991
C 0.706445 0.624009 1.698636 -1.825 -1.647 1.162
C -0.043338 -0.949815 0.086426 -0.216 -3.194 2.047
C -1.498044 -0.604213 0.063539 -0.447 0.666 1.165
C -2.122206 -0.466143 -1.172213 -0.783 0.432 -0.937
C -3.409006 -0.002664 -1.090006 -0.408 0.717 0.991
S -3.862741 0.385538 0.526275 1.400 -1.463 0.305
C -2.387749 -0.264735 1.084408 2.258 0.105 1.643
C 0.449745 -2.223389 -0.446296 3.516 1.772 0.552
O 0.421179 -2.186951 0.978671 -1.589 2.166 -1.603
H 0.728300 0.657769 -1.734478 1.001 0.558 1.732
H 0.230769 1.779997 -0.477372 -1.187 0.521 0.319
H 1.886624 1.732326 -0.671514 0.265 -0.727 -0.194
H 1.794003 -0.440457 0.522072 2.375 -1.142 -0.460
H 0.763658 -0.267145 2.415849 0.048 1.524 -0.915
H 1.406628 1.361419 1.871402 1.693 1.397 0.714
H -0.297226 1.100011 1.769610 0.698 -0.554 -0.436
H -1.502003 -0.646271 -2.015216 -0.331 -0.229 -1.188
H -4.280108 0.262017 -1.654130 0.505 -0.258 -1.518
H -2.013367 -0.337043 2.139108 -1.134 0.280 -0.959
H -0.241176 -2.789969 -0.975630 -0.953 -1.404 -0.741
H 1.551967 -2.194698 -0.765221 -1.803 -0.420 -0.269
```
Forces are in eV/Å.

***

A 2-piece molecular cluster, C8H12O overall at a distorted geometry, computed with ωB97M-V with the def2-TZVPD basis set.

Properties
* highest occupied orbital energy: -9.267 eV
* SMILES: C1=CC[C@H]2[C@H]3[C@@H](C1)[C@@H]23.O
* Kohn-Sham gap: 10.210 eV
* energy relative to the best compared isomer or geometry (same formula, charge and spin): 61.89 kcal per mole
* lowest unoccupied orbital energy: 0.9 eV

XYZ file:
```
21
Properties=species:S:1:pos:R:3:forces:R:3
C 1.207776 0.326744 -1.169600 0.909 0.013 -1.205
C 0.971757 1.425730 -0.483985 0.334 0.238 0.214
C -0.114934 1.708757 0.496607 -0.017 -0.233 -0.481
C -1.277390 0.752780 0.694363 0.246 -1.350 -0.060
C -1.882636 -0.164895 -0.335721 0.026 0.200 0.461
C -0.817813 -1.190332 -0.561220 -0.313 -0.094 0.196
C 0.493736 -0.976044 -1.296782 -0.323 -0.192 0.329
C -1.136439 -0.774236 0.857314 -0.722 0.488 -0.014
H 2.084945 0.427870 -1.831143 -0.327 -0.405 0.255
H 1.711294 2.253691 -0.599372 -0.724 -0.627 0.106
H -0.535186 2.640040 0.085369 0.044 0.222 1.024
H 0.428565 1.764764 1.450742 -0.546 0.823 0.084
H -2.009476 1.146394 1.415053 0.219 0.002 -0.390
H -2.940090 -0.238753 -0.581363 0.327 -0.141 0.211
H -1.241864 -2.190264 -0.779321 0.261 0.541 -0.020
H 1.164754 -1.772050 -0.957718 0.120 0.019 -0.116
H 0.309641 -1.161823 -2.362245 0.025 0.013 0.077
H -1.610781 -1.387492 1.649197 0.399 0.499 -0.734
O 1.958573 -1.078097 1.600003 0.223 -1.660 1.428
H 1.000956 -1.134634 1.665403 0.011 0.473 -0.407
H 2.234617 -0.378160 1.044420 -0.174 1.173 -0.958
```
Forces are in eV/Å.

***

One molecule with the formula C8H12O2 at a distorted geometry, computed with ωB97M-V with the def2-TZVPD basis set.

Properties
* highest occupied orbital energy: -8.426 eV
* Kohn-Sham gap: 9.150 eV
* energy relative to the best compared isomer or geometry (same formula, charge and spin): 51.45 kcal per mole
* lowest unoccupied orbital energy: 0.7 eV

XYZ file:
```
22
Properties=species:S:1:pos:R:3:forces:R:3
O 2.292765 2.118994 -0.984896 0.278 0.348 -0.709
O 1.649883 -0.032487 -1.003482 3.018 -0.491 -2.562
C 1.507690 1.264439 -0.734773 3.497 4.388 0.675
C -0.231657 -1.396006 -0.327193 4.979 0.781 -1.201
C 0.509102 -0.227889 -0.433808 -8.862 -3.985 4.323
C -1.438207 -1.629312 0.497101 -0.288 0.447 -0.355
C 0.560321 -2.536740 -1.036708 1.537 1.122 0.747
C -0.905004 2.138556 -0.394571 0.609 -2.797 0.220
C 0.499651 1.407895 1.635079 1.072 -1.580 -1.331
C 0.316418 1.225674 0.100721 -2.843 -0.427 0.136
H -1.432819 -2.499547 1.190383 0.530 0.706 -0.330
H -1.580591 -0.669095 1.015295 -0.651 -0.556 0.154
H -2.245686 -1.843687 -0.208725 -0.402 0.245 0.302
H 1.750958 -2.429947 -0.978256 -2.758 -0.417 0.257
H 0.350141 -2.557477 -2.064874 -0.168 0.642 -1.834
H 0.200185 -3.509012 -0.827075 0.026 -1.144 1.233
H -1.795519 1.899422 0.212994 0.383 0.091 -0.398
H -0.665516 3.148251 -0.292690 0.542 1.687 0.477
H -1.099433 1.985414 -1.450441 -0.202 -0.258 -0.127
H 0.985892 2.311617 1.891258 0.228 1.146 0.156
H -0.365243 1.226156 2.226359 -1.198 0.324 0.014
H 1.136669 0.604784 1.968305 0.672 -0.273 0.153
```
Forces are in eV/Å.

***

Please write out number 1 again, unchanged.
An isolated ion of composition C8H12NOS and charge -1 at a distorted geometry, computed with ωB97M-V with the def2-TZVPD basis set.

Properties
* charge: -1
* highest occupied orbital energy: -2.043 eV
* SMILES: CC(C)(C)n1c(O)ccc1[S-]
* Kohn-Sham gap: 5.313 eV
* energy relative to the best compared isomer or geometry (same formula, charge and spin): 0.00 kcal per mole
* lowest unoccupied orbital energy: 3.3 eV

XYZ file:
```
23
Properties=species:S:1:pos:R:3:forces:R:3
C -2.053518 0.194904 -0.073757 2.106 2.252 -2.400
C -0.583847 0.735629 -0.119863 -2.028 0.119 2.225
C -0.449710 1.678315 -1.296911 -1.386 1.549 -0.578
C -0.409299 1.398020 1.255303 1.029 0.812 1.657
N 0.378592 -0.354300 -0.148173 4.110 -0.966 0.051
C 0.313753 -1.692460 0.110434 -0.375 -2.983 -0.839
O -0.929033 -2.378298 0.180856 -0.297 0.931 0.185
C 1.539729 -2.376486 0.074961 -1.576 2.096 0.493
C 2.552031 -1.374222 -0.032658 0.202 1.509 -0.715
C 1.899654 -0.136991 -0.122817 -0.640 0.324 -0.213
S 2.595376 1.475737 -0.069361 0.204 -0.494 -0.263
H -2.107682 -0.366433 0.783879 -1.115 -1.188 1.852
H -2.636730 1.100259 -0.236047 -0.443 -0.067 0.959
H -2.197649 -0.331633 -0.977875 -0.371 -1.299 -0.782
H -0.974125 1.132640 -2.149535 1.478 0.753 0.414
H -1.080338 2.696437 -1.226586 1.140 -2.258 0.479
H 0.612632 2.001468 -1.312021 -0.546 -0.449 -0.967
H 0.592190 1.798937 1.363311 0.346 0.129 -0.422
H -1.027162 2.255651 1.570786 -0.465 -0.361 -0.778
H -0.409441 0.710034 2.130415 -0.507 -0.225 -0.832
H -0.918535 -3.341666 0.054094 0.962 0.816 -0.041
H 1.608136 -3.370770 0.421176 0.195 -1.038 -0.035
H 3.684969 -1.454776 -0.179622 -2.026 0.040 0.549
```
Forces are in eV/Å.

***

Please write out number 3 again, unchanged.
A 2-piece molecular cluster, C8H12O overall at a distorted geometry, computed with ωB97M-V with the def2-TZVPD basis set.

Properties
* highest occupied orbital energy: -9.267 eV
* SMILES: C1=CC[C@H]2[C@H]3[C@@H](C1)[C@@H]23.O
* Kohn-Sham gap: 10.210 eV
* energy relative to the best compared isomer or geometry (same formula, charge and spin): 61.89 kcal per mole
* lowest unoccupied orbital energy: 0.9 eV

XYZ file:
```
21
Properties=species:S:1:pos:R:3:forces:R:3
C 1.207776 0.326744 -1.169600 0.909 0.013 -1.205
C 0.971757 1.425730 -0.483985 0.334 0.238 0.214
C -0.114934 1.708757 0.496607 -0.017 -0.233 -0.481
C -1.277390 0.752780 0.694363 0.246 -1.350 -0.060
C -1.882636 -0.164895 -0.335721 0.026 0.200 0.461
C -0.817813 -1.190332 -0.561220 -0.313 -0.094 0.196
C 0.493736 -0.976044 -1.296782 -0.323 -0.192 0.329
C -1.136439 -0.774236 0.857314 -0.722 0.488 -0.014
H 2.084945 0.427870 -1.831143 -0.327 -0.405 0.255
H 1.711294 2.253691 -0.599372 -0.724 -0.627 0.106
H -0.535186 2.640040 0.085369 0.044 0.222 1.024
H 0.428565 1.764764 1.450742 -0.546 0.823 0.084
H -2.009476 1.146394 1.415053 0.219 0.002 -0.390
H -2.940090 -0.238753 -0.581363 0.327 -0.141 0.211
H -1.241864 -2.190264 -0.779321 0.261 0.541 -0.020
H 1.164754 -1.772050 -0.957718 0.120 0.019 -0.116
H 0.309641 -1.161823 -2.362245 0.025 0.013 0.077
H -1.610781 -1.387492 1.649197 0.399 0.499 -0.734
O 1.958573 -1.078097 1.600003 0.223 -1.660 1.428
H 1.000956 -1.134634 1.665403 0.011 0.473 -0.407
H 2.234617 -0.378160 1.044420 -0.174 1.173 -0.958
```
Forces are in eV/Å.

***

Question: Which of these has the lowest lowest unoccupied orbital energy?
Answer: number 2